(i)
C4H3F3 | wB97M-V/def2-TZVPD

Properties
Lowest unoccupied orbital energy, eV: -1.14
Frontier orbital gap, eV: 8.400
E_HOMO, eV: -9.54

The geometry in ORCA input format:
```
! RIJCOSX wB97M-V def2-TZVPD def2/J DEFGRID3
* xyz 0 1
C 0.218 0.668 0.108
C 1.500 -1.436 -0.125
C 1.399 -0.012 -0.006
C -1.180 0.103 0.024
F 0.256 -1.995 0.001
F 0.240 2.018 0.158
F 2.521 0.659 -0.064
H -1.457 -0.670 -0.804
H -1.809 0.971 -0.323
H -1.687 -0.306 1.032
*
```

Atom charges from the Mulliken analysis, given in e for atoms 1 to 8: 0.33 -0.43 0.72 -0.93 -0.10 -0.23 -0.22 0.28

---

(ii)
C4H3F3 | wB97M-V/def2-TZVPD

Properties
Lowest unoccupied orbital energy, eV: 0.56
SMILES: F/C=C/C=C(F)F
Frontier orbital gap, eV: 9.495
E_HOMO, eV: -8.93

The geometry in ORCA input format:
```
! RIJCOSX wB97M-V def2-TZVPD def2/J DEFGRID3
* xyz 0 1
F -1.717 -1.726 1.246
C -1.048 -0.700 0.736
C 0.245 -0.635 0.799
C 0.884 0.421 0.067
C 0.377 0.889 -1.157
F -0.829 0.892 -1.572
F 0.877 1.893 -1.995
H -1.755 -0.068 0.119
H 0.936 -1.383 1.427
H 2.029 0.415 0.330
*
```

Atom charges from the Mulliken analysis, given in e for atoms 1 to 8: -0.24 -0.09 -0.04 -0.45 0.54 -0.20 -0.25 0.25

---

In terms of stability, (ii) leads; the second structure lies 1.433 eV higher.

---

(i)
C3H9O2 | wB97M-V/def2-TZVPD

Properties
Lowest unoccupied orbital energy, eV: 3.42
Frontier orbital gap, eV: 5.320
E_HOMO, eV: -1.90

The geometry in ORCA input format:
```
! RIJCOSX wB97M-V def2-TZVPD def2/J DEFGRID3
* xyz -1 1
C 1.468 -2.627 -0.033
O 1.754 -1.903 -1.140
H 2.374 -2.989 0.538
H 0.896 -2.101 0.776
H 0.943 -3.572 -0.313
C -0.537 1.613 0.585
O -1.583 2.588 0.799
C -1.026 0.431 -0.230
H 0.226 2.106 -0.008
H -0.228 1.320 1.561
H -1.670 3.177 0.053
H -0.927 0.743 -1.273
H -0.284 -0.359 -0.295
H -1.988 -0.061 -0.115
*
```

Atom charges from the Mulliken analysis, given in e for atoms 1 to 8: -0.43 -0.86 0.16 0.04 0.08 -0.18 -0.57 -0.75

---

(ii)
C3H9O2 | wB97M-V/def2-TZVPD

Properties
Lowest unoccupied orbital energy, eV: 3.78
Frontier orbital gap, eV: 5.802
E_HOMO, eV: -2.02

The geometry in ORCA input format:
```
! RIJCOSX wB97M-V def2-TZVPD def2/J DEFGRID3
* xyz -1 1
C -2.745 -1.087 -0.157
O -1.596 -0.387 0.106
H -3.582 -0.366 -0.340
H -2.690 -1.757 -1.053
H -3.040 -1.747 0.683
C 1.308 -0.027 -0.018
O 2.568 -0.543 0.468
C 1.238 1.473 0.170
H 1.137 -0.340 -1.045
H 0.537 -0.494 0.589
H 3.251 -0.293 -0.145
H 2.085 1.998 -0.284
H 0.306 1.886 -0.218
H 1.223 1.683 1.242
*
```

Atom charges from the Mulliken analysis, given in e for atoms 1 to 8: -0.65 -0.76 0.13 0.17 0.15 -0.12 -0.55 -0.91

---

In terms of stability, (ii) leads; the second structure lies 0.401 eV higher.

---

(i)
C3H9O2 | wB97M-V/def2-TZVPD

Properties
Lowest unoccupied orbital energy, eV: 3.29
Frontier orbital gap, eV: 5.163
E_HOMO, eV: -1.87

The geometry in ORCA input format:
```
! RIJCOSX wB97M-V def2-TZVPD def2/J DEFGRID3
* xyz -1 1
C -2.795 -1.069 1.786
O -2.067 0.162 1.717
H -2.646 -1.862 0.944
H -4.008 -0.990 1.911
H -2.469 -1.451 2.756
C 1.505 0.021 -0.734
O 2.993 0.302 -1.152
C 0.455 0.787 -1.528
H 1.377 0.403 0.329
H 1.362 -1.072 -0.601
H 3.261 -0.215 -2.014
H 1.087 1.368 -2.220
H -0.113 1.602 -0.896
H -0.249 0.063 -1.870
*
```

Atom charges from the Mulliken analysis, given in e for atoms 1 to 8: -0.48 -0.86 0.11 0.10 0.15 -0.23 -0.57 -0.76

---

(ii)
C3H9O2 | wB97M-V/def2-TZVPD

Properties
Lowest unoccupied orbital energy, eV: 4.17
Frontier orbital gap, eV: 7.430
E_HOMO, eV: -3.26

The geometry in ORCA input format:
```
! RIJCOSX wB97M-V def2-TZVPD def2/J DEFGRID3
* xyz -1 1
C 0.460 -0.556 -0.620
O 0.234 -1.260 0.566
C -0.837 0.080 -1.059
C -1.026 1.405 -0.262
H 0.852 -1.291 -1.375
H 1.291 0.136 -0.400
H -1.759 -0.493 -1.114
H -0.768 0.423 -2.106
H -1.138 2.282 -0.905
H -0.353 1.489 0.592
H -1.920 1.335 0.391
H 2.191 -1.680 2.498
H 0.962 -1.078 1.290
O 1.812 -0.793 2.503
*
```

Atom charges from the Mulliken analysis, given in e for atoms 1 to 8: -0.51 -0.58 -0.42 -0.98 0.23 0.33 0.34 0.25

---

In terms of stability, (ii) leads; the second structure lies 2.161 eV higher.

---

(i)
CH5N2O | wB97M-V/def2-TZVPD

Properties
Lowest unoccupied orbital energy, eV: -5.45
Frontier orbital gap, eV: 11.069
E_HOMO, eV: -16.52

The geometry in ORCA input format:
```
! RIJCOSX wB97M-V def2-TZVPD def2/J DEFGRID3
* xyz 1 1
C 0.454 1.122 0.016
N 1.895 -0.741 0.508
N 1.208 0.082 0.293
O -1.018 -1.274 0.003
H -0.458 1.047 0.731
H 0.025 0.894 -1.029
H 0.916 2.079 0.016
H -1.859 -0.968 -0.168
H -1.163 -2.241 -0.371
*
```

Atom charges from the Mulliken analysis, given in e for atoms 1 to 8: -0.44 -0.12 0.57 -0.63 0.32 0.34 0.31 0.31

---

(ii)
CH5N2O | wB97M-V/def2-TZVPD

Properties
Lowest unoccupied orbital energy, eV: -4.14
SMILES: N/C=[NH+]/O
Frontier orbital gap, eV: 11.274
E_HOMO, eV: -15.42

The geometry in ORCA input format:
```
! RIJCOSX wB97M-V def2-TZVPD def2/J DEFGRID3
* xyz 1 1
N 1.199 0.431 0.925
C -0.006 0.378 0.452
N -0.370 -0.377 -0.542
O -1.669 -0.256 -1.090
H 1.537 1.216 1.426
H 1.867 -0.338 0.800
H -0.833 1.175 0.618
H 0.033 -1.295 -0.886
H -1.758 -0.934 -1.703
*
```

Atom charges from the Mulliken analysis, given in e for atoms 1 to 8: -0.30 0.17 -0.05 -0.30 0.24 0.25 0.35 0.30

---

In terms of stability, (ii) leads; the second structure lies 0.178 eV higher.

---

(i)
C2H11NO2S2 | wB97M-V/def2-TZVPD

Properties
Lowest unoccupied orbital energy (alpha / beta), eV: 3.13 / 1.09
Frontier orbital gap (alpha / beta), eV: 6.758 / 4.719
E_HOMO (alpha / beta), eV: -3.63 / -3.63

The geometry in ORCA input format:
```
! RIJCOSX wB97M-V def2-TZVPD def2/J DEFGRID3
* xyz -1 2
N -1.401 1.689 1.292
C -1.463 0.819 0.139
C -1.372 -0.682 0.388
S -1.401 -1.635 -1.119
S 1.749 1.383 1.409
H -0.465 1.708 1.730
H -2.209 1.645 1.932
H -0.651 1.092 -0.574
H -2.362 1.111 -0.598
H -2.378 -0.883 0.779
H -0.583 -1.036 1.092
H 1.890 2.353 0.507
H 2.252 -2.109 0.887
H 1.722 -0.570 0.735
O 1.852 -1.464 0.305
H 1.669 -0.136 -2.059
H 0.302 -0.646 -2.255
O 0.911 0.008 -2.641
*
```

Atom charges from the Mulliken analysis, given in e for atoms 1 to 8: -0.45 -0.31 -0.38 -0.18 -0.86 0.12 0.18 0.22

---

(ii)
C2H11NO2S2 | wB97M-V/def2-TZVPD

Properties
Lowest unoccupied orbital energy (alpha / beta), eV: 3.46 / 3.44
Frontier orbital gap (alpha / beta), eV: 5.340 / 6.564
E_HOMO (alpha / beta), eV: -1.87 / -3.12

The geometry in ORCA input format:
```
! RIJCOSX wB97M-V def2-TZVPD def2/J DEFGRID3
* xyz -1 2
N -1.591 -1.526 1.186
C -0.548 -0.550 1.523
C 0.688 -0.790 0.674
S 2.038 0.341 1.134
S 3.474 -0.189 -0.502
H -2.352 -1.467 1.845
H -1.976 -1.332 0.281
H -0.361 -0.644 2.592
H -0.905 0.480 1.342
H 0.457 -0.699 -0.380
H 1.054 -1.802 0.881
H 3.527 -0.777 -1.756
H -2.689 1.537 -1.904
H -1.275 1.240 -1.458
O -2.141 0.808 -1.612
H 1.174 1.709 -1.976
H 0.971 1.794 -0.520
O 0.455 1.865 -1.349
*
```

Atom charges from the Mulliken analysis, given in e for atoms 1 to 8: -0.69 -0.32 -0.71 -0.41 -0.53 0.20 0.26 0.39

---

In terms of stability, (ii) leads; the second structure lies 0.261 eV higher.

---

(i)
C7H17N | wB97M-V/def2-TZVPD

Properties
Lowest unoccupied orbital energy, eV: 1.11
SMILES: CC(C)CNC(C)C
Frontier orbital gap, eV: 9.794
E_HOMO, eV: -8.69

The geometry in ORCA input format:
```
! RIJCOSX wB97M-V def2-TZVPD def2/J DEFGRID3
* xyz 0 1
C 0.414 -0.616 -2.872
C -0.393 -0.837 -1.597
C -0.347 -2.316 -1.186
C 0.144 0.047 -0.471
N -0.898 0.276 0.548
C -0.471 1.026 1.741
C 0.598 0.333 2.603
C -0.048 2.430 1.345
H 1.454 -0.880 -2.695
H 0.063 -1.226 -3.707
H 0.390 0.419 -3.230
H -1.434 -0.583 -1.801
H -1.007 -2.478 -0.330
H -0.607 -2.994 -1.997
H 0.655 -2.552 -0.827
H 0.419 1.024 -0.866
H 1.024 -0.447 -0.043
H -1.245 -0.633 0.828
H -1.365 1.097 2.350
H 1.458 0.032 2.006
H 0.158 -0.528 3.114
H 0.861 1.030 3.401
H -0.247 3.157 2.136
H 1.019 2.489 1.103
H -0.594 2.731 0.449
*
```

Atom charges from the Mulliken analysis, given in e for atoms 1 to 8: -1.58 0.62 -1.40 -0.63 -0.34 0.44 -1.30 -1.59

---

(ii)
C7H17N | wB97M-V/def2-TZVPD

Properties
Lowest unoccupied orbital energy, eV: 0.94
SMILES: C=C(C)CN.CCC
Frontier orbital gap, eV: 10.067
E_HOMO, eV: -9.13

The geometry in ORCA input format:
```
! RIJCOSX wB97M-V def2-TZVPD def2/J DEFGRID3
* xyz 0 1
C -1.813 0.694 -0.451
C -1.359 -0.118 0.521
C -1.674 -1.586 0.552
C -0.887 0.454 1.840
N 0.195 -0.349 2.403
H -2.396 0.300 -1.269
H -1.818 1.766 -0.328
H -2.539 -1.773 1.188
H -1.894 -1.957 -0.448
H -0.834 -2.130 0.982
H -0.625 1.515 1.701
H -1.718 0.415 2.555
H 0.437 -0.010 3.325
H 1.023 -0.268 1.822
C 0.667 0.482 -2.294
C 1.347 -0.306 -1.213
C 2.373 0.507 -0.434
H 1.352 1.099 -2.873
H 0.114 -0.156 -2.980
H -0.170 1.082 -1.781
H 1.804 -1.212 -1.616
H 0.514 -0.593 -0.485
H 2.842 -0.097 0.344
H 3.160 0.870 -1.093
H 1.900 1.371 0.033
*
```

Atom charges from the Mulliken analysis, given in e for atoms 1 to 8: -1.32 0.96 -1.37 -0.61 -0.54 0.37 0.41 0.40

---

(iii)
C7H17N | wB97M-V/def2-TZVPD

Properties
Lowest unoccupied orbital energy, eV: 1.07
SMILES: CCCCCN(C)C
Frontier orbital gap, eV: 9.399
E_HOMO, eV: -8.33

The geometry in ORCA input format:
```
! RIJCOSX wB97M-V def2-TZVPD def2/J DEFGRID3
* xyz 0 1
C 1.218 -0.939 -3.813
C 0.911 -0.770 -2.234
C -0.039 0.394 -1.710
C -0.757 -0.189 -0.443
C -0.626 0.881 0.753
N -0.783 0.225 2.161
C 0.589 -0.435 2.508
C -1.373 0.968 3.241
H 0.435 -1.732 -4.039
H 0.942 -0.022 -4.460
H 2.150 -1.355 -3.989
H 0.594 -1.686 -1.763
H 1.739 -0.674 -1.611
H 0.608 1.044 -1.281
H -0.875 0.695 -2.528
H -1.832 -0.320 -0.740
H -0.171 -1.149 -0.156
H -1.509 1.655 0.694
H 0.152 1.529 0.851
H 1.238 -0.003 3.326
H 1.415 -0.254 1.839
H 0.465 -1.473 2.514
H -2.310 0.581 3.537
H -1.515 2.047 3.198
H -0.665 0.983 4.147
*
```

Atom charges from the Mulliken analysis, given in e for atoms 1 to 8: -1.08 -0.83 -0.45 -0.27 -1.03 -0.06 -1.16 -0.97

---

In terms of stability, (i) leads; the second structure lies 1.017 eV higher.

---

(i)
C3H10N2OS | wB97M-V/def2-TZVPD

Properties
Lowest unoccupied orbital energy (alpha / beta), eV: -0.10 / -1.10
Frontier orbital gap (alpha / beta), eV: 8.611 / 8.053
E_HOMO (alpha / beta), eV: -8.71 / -9.15

The geometry in ORCA input format:
```
! RIJCOSX wB97M-V def2-TZVPD def2/J DEFGRID3
* xyz 0 1
C -1.972 -1.183 -0.141
C 2.288 1.320 0.010
C -1.867 0.313 0.041
N 1.988 -1.298 0.263
N -0.943 0.850 0.932
O 0.809 -0.080 -1.640
S 1.202 -0.065 -0.247
H -2.785 -1.225 -0.867
H -1.022 -1.565 -0.534
H -2.155 -1.724 0.815
H 2.122 2.370 -0.290
H 2.477 1.419 1.123
H 3.324 0.983 -0.407
H -1.739 1.007 -0.822
H -2.738 0.629 0.539
H 1.765 -1.994 -0.494
H -0.755 0.243 1.719
*
```

Atom charges from the Mulliken analysis, given in e for atoms 1 to 8: -0.85 -0.85 -0.48 -0.60 -0.57 -0.55 0.78 0.29

---

(ii)
C3H10N2OS | wB97M-V/def2-TZVPD

Properties
Lowest unoccupied orbital energy, eV: 0.72
SMILES: NC(N)=O.CCS
Frontier orbital gap, eV: 9.417
E_HOMO, eV: -8.69

The geometry in ORCA input format:
```
! RIJCOSX wB97M-V def2-TZVPD def2/J DEFGRID3
* xyz 0 1
N 1.190 -0.254 -2.692
C 1.352 0.592 -1.651
N 2.673 0.738 -1.209
O 0.396 1.148 -1.118
H 1.913 -0.997 -2.755
H 0.223 -0.614 -2.769
H 3.408 0.472 -1.855
H 2.865 1.493 -0.509
C -0.668 0.395 1.729
C -1.835 -0.564 1.950
S -2.356 -1.304 0.379
H -0.957 1.063 0.913
H 0.168 -0.132 1.264
H -0.336 0.949 2.583
H -1.694 -1.342 2.707
H -2.693 0.007 2.346
H -3.647 -1.650 0.686
*
```

Atom charges from the Mulliken analysis, given in e for atoms 1 to 8: -0.51 0.60 -0.44 -0.60 0.24 0.28 0.19 0.25

---

(iii)
C3H10N2OS | wB97M-V/def2-TZVPD

Properties
Lowest unoccupied orbital energy, eV: 0.77
Frontier orbital gap, eV: 8.881
E_HOMO, eV: -8.11

The geometry in ORCA input format:
```
! RIJCOSX wB97M-V def2-TZVPD def2/J DEFGRID3
* xyz 0 1
C -0.726 -1.549 1.045
C -1.079 1.271 -0.019
C 0.275 -1.092 -0.011
N 3.670 -1.713 0.852
N 3.962 -0.971 0.050
O 1.102 0.913 -1.462
S 0.716 0.748 -0.054
H -0.671 -2.611 1.084
H -0.610 -1.077 1.996
H -1.786 -1.507 0.750
H -1.561 1.159 -0.984
H -1.574 0.524 0.706
H -1.036 2.300 0.122
H -0.106 -1.371 -1.016
H 1.278 -1.524 0.322
H 3.859 -1.151 -0.989
H 4.314 0.078 0.290
*
```

Atom charges from the Mulliken analysis, given in e for atoms 1 to 8: -1.53 -0.92 -0.08 -0.55 0.11 -0.62 0.49 0.38

---

In terms of stability, (ii) leads; the second structure lies 5.184 eV higher.

---

(i)
C3H3O2S2 | wB97M-V/def2-TZVPD

Properties
Lowest unoccupied orbital energy, eV: 3.38
SMILES: [O-][S@]1(=C2CS2)=CO1
Frontier orbital gap, eV: 7.210
E_HOMO, eV: -3.83

The geometry in ORCA input format:
```
! RIJCOSX wB97M-V def2-TZVPD def2/J DEFGRID3
* xyz -1 1
O 1.663 1.458 -0.554
S 0.987 0.236 -0.114
C -0.576 0.106 -1.097
C -1.624 0.586 -0.137
S -1.551 -1.174 -0.228
C 1.901 -0.680 1.039
O 1.953 -1.000 -0.464
H -1.399 0.975 0.791
H -2.439 0.872 -0.650
H 1.084 -1.379 1.414
*
```

Atom charges from the Mulliken analysis, given in e for atoms 1 to 8: -0.67 0.87 -0.32 -0.49 -0.27 -0.51 -0.31 0.29

---

(ii)
C3H3O2S2 | wB97M-V/def2-TZVPD

Properties
Lowest unoccupied orbital energy, eV: 3.53
Frontier orbital gap, eV: 7.411
E_HOMO, eV: -3.88

The geometry in ORCA input format:
```
! RIJCOSX wB97M-V def2-TZVPD def2/J DEFGRID3
* xyz -1 1
C -0.102 -1.279 1.169
C 2.460 0.696 2.376
C 0.239 -0.478 -0.125
O 3.062 0.711 1.323
O 2.120 1.150 3.427
S -1.414 -2.188 1.404
S 1.181 -1.251 2.397
H -0.019 -1.055 -1.065
H -0.442 0.349 -0.058
H 1.256 -0.130 -0.098
*
```

Atom charges from the Mulliken analysis, given in e for atoms 1 to 8: 0.22 0.70 -0.93 -0.54 -0.49 -0.40 -0.38 0.27

---

In terms of stability, (ii) leads; the second structure lies 7.129 eV higher.